Entry 1:
DFT (ωB97M-V with the def2-TZVPD basis set) results for a 2-piece molecular cluster, C4H10N4O overall at a distorted geometry.

Computed properties:
total energy: -452.51038 hartree
lowest unoccupied orbital energy: -0.5 eV
SMILES string: [H]/N=N/C(C)=O.C/N=N\C
gap between HOMO and LUMO: 8.457 eV
energy relative to the best compared isomer or geometry (same formula, charge and spin): 117.62 kcal per mole
F_max: 3.053 eV/A
highest occupied orbital energy: -0.3281 Ha

```
19
Properties=species:S:1:pos:R:3:forces:R:3:lowdin_charge:R:1
H 1.750 0.010 1.961 -0.233 -0.295 -0.239 0.085
N 1.714 0.589 1.111 0.587 -0.518 -1.568 0.048
N 1.487 -0.146 0.112 1.361 -0.376 2.188 -0.021
C 1.536 0.548 -1.164 -0.434 1.151 -0.570 -0.529
C 1.432 -0.424 -2.298 0.125 0.127 -0.005 -0.021
O 1.621 1.742 -1.262 0.313 -0.432 0.053 0.090
H 1.510 0.100 -3.247 0.000 0.005 0.055 0.083
H 0.474 -0.937 -2.220 -0.026 -0.048 0.044 0.065
H 2.221 -1.174 -2.213 -0.030 -0.033 0.002 0.081
C -1.970 -1.320 0.880 0.054 -0.054 0.481 -0.106
N -1.130 -0.735 -0.155 -0.346 0.807 -0.569 -0.024
N -0.788 0.456 -0.084 -0.432 -1.570 -0.831 -0.102
C -0.895 1.272 1.049 1.832 0.570 1.876 -0.132
H -1.516 -1.228 1.871 -0.088 -0.123 -0.036 0.072
H -2.941 -0.818 0.896 0.049 0.009 0.028 0.088
H -2.115 -2.367 0.628 0.020 0.031 0.082 0.069
H 0.321 1.447 1.280 -2.830 0.892 -0.718 0.105
H -1.181 0.855 2.016 -0.546 -0.433 -0.196 0.058
H -1.532 2.131 0.840 0.624 0.291 -0.077 0.090
```
Positions in Å, forces in eV/Å.

---

Entry 2:
DFT (ωB97M-V with the def2-TZVPD basis set) results for an isolated ion of composition C4H10NO and charge -1 at a distorted geometry.

Computed properties:
total energy: -288.35815 hartree
net charge: -1
lowest unoccupied orbital energy: 4.5 eV
SMILES string: CN[C@@H](C)C[O-]
gap between HOMO and LUMO: 6.692 eV
energy relative to the best compared isomer or geometry (same formula, charge and spin): 21.01 kcal per mole
F_max: 1.974 eV/A
highest occupied orbital energy: -0.0813 Ha

```
16
Properties=species:S:1:pos:R:3:forces:R:3:lowdin_charge:R:1
C 0.554 1.207 -1.267 0.463 -1.389 -1.324 -0.190
N -0.384 1.209 -0.148 1.524 0.608 0.350 -0.098
C -0.332 -0.036 0.698 -1.135 0.525 -0.656 -0.414
C -1.455 -0.926 0.200 -0.458 -0.178 0.114 -0.108
C 1.019 -0.786 0.756 -0.159 -0.237 -0.118 -0.521
O 1.429 -1.278 -0.422 0.034 -0.087 0.026 -0.350
H 0.487 2.047 -1.945 -0.337 0.922 0.283 0.046
H 0.385 0.362 -1.929 -0.294 -0.299 0.114 0.063
H 1.604 1.029 -1.007 -0.082 0.261 0.264 0.063
H 0.110 1.865 0.454 -0.593 0.342 0.254 0.072
H -0.695 0.404 1.635 0.465 -0.496 0.550 0.112
H -1.136 -1.479 -0.674 0.066 -0.055 -0.314 0.060
H -1.834 -1.650 0.929 0.407 -0.072 0.206 0.058
H -2.308 -0.287 -0.023 -0.090 0.014 -0.300 0.053
H 1.748 -0.078 1.246 0.002 -0.024 0.127 0.077
H 0.811 -1.604 1.498 0.188 0.164 0.425 0.077
```
Positions in Å, forces in eV/Å.

---

Entry 3:
DFT (ωB97M-V with the def2-TZVPD basis set) results for an isolated ion of composition C4H10NO and charge -1 at a distorted geometry.

Computed properties:
total energy: -288.32074 hartree
net charge: -1
lowest unoccupied orbital energy: 4.2 eV
SMILES string: CN[C@@H](C)C[O-]
gap between HOMO and LUMO: 6.470 eV
energy relative to the best compared isomer or geometry (same formula, charge and spin): 44.49 kcal per mole
F_max: 3.437 eV/A
highest occupied orbital energy: -0.0843 Ha

```
16
Properties=species:S:1:pos:R:3:forces:R:3:lowdin_charge:R:1
C -1.780 -0.279 0.722 1.819 -1.385 -2.188 -0.157
N -0.360 0.097 1.015 -3.267 -0.120 1.060 -0.146
C 0.765 -0.168 0.156 2.034 1.972 0.682 -0.365
C 0.455 -1.197 -0.976 -0.999 -0.564 1.697 -0.112
C 1.309 1.458 -0.254 -2.223 -0.998 0.128 -0.419
O 0.726 2.302 0.646 0.691 -0.086 -1.451 -0.381
H -2.283 0.351 -0.034 0.179 0.084 -0.038 0.059
H -2.473 -0.328 1.543 0.259 0.134 0.955 0.038
H -1.752 -1.316 0.274 -0.434 0.889 0.484 0.052
H -0.387 1.130 1.140 0.938 -0.077 0.005 0.046
H 1.593 -0.411 0.974 -1.058 -0.681 -2.207 0.127
H 1.273 -1.698 -1.491 0.181 0.497 -0.101 0.049
H -0.060 -1.987 -0.412 0.540 -0.592 0.092 0.033
H -0.423 -1.013 -1.635 1.013 0.996 -0.097 0.067
H 2.395 1.574 -0.304 0.530 -0.632 0.295 0.048
H 1.002 1.485 -1.365 -0.202 0.561 0.683 0.062
```
Positions in Å, forces in eV/Å.

---

Entry 4:
DFT (ωB97M-V with the def2-TZVPD basis set) results for an isolated ion of composition C4H10NO and charge -1 at a distorted geometry.

Computed properties:
total energy: -288.33186 hartree
net charge: -1
lowest unoccupied orbital energy: 4.1 eV
SMILES string: CNCCC[O-]
gap between HOMO and LUMO: 6.447 eV
energy relative to the best compared isomer or geometry (same formula, charge and spin): 37.51 kcal per mole
F_max: 4.011 eV/A
highest occupied orbital energy: -0.0880 Ha

```
16
Properties=species:S:1:pos:R:3:forces:R:3:lowdin_charge:R:1
C -0.830 1.232 -1.969 -0.227 -3.008 -2.644 -0.163
N 0.202 0.238 -1.438 -0.586 2.165 -0.293 -0.117
C -0.362 -0.786 -0.553 -2.261 -0.354 -0.237 -0.315
C -0.736 -0.290 0.862 0.004 1.287 -0.440 -0.228
C 0.493 -0.590 1.867 -1.321 2.125 -0.276 -0.549
O 1.596 0.055 1.425 -0.250 -1.069 -0.048 -0.375
H -1.621 0.622 -2.488 0.458 -0.207 0.600 0.059
H -0.535 1.748 -2.914 0.749 0.176 1.131 0.058
H -1.475 1.848 -1.393 0.184 0.920 1.458 0.033
H 0.886 0.804 -0.889 -0.547 -1.044 -0.215 0.092
H 0.275 -1.614 -0.438 1.812 -0.684 0.124 0.066
H -1.206 -1.374 -1.072 0.537 1.474 0.338 0.109
H -0.715 0.833 0.682 -0.317 -1.003 0.856 0.089
H -1.792 -0.574 1.173 1.155 0.028 -0.083 0.086
H 0.149 -0.061 2.869 0.163 -1.566 -0.810 0.081
H 0.468 -1.740 1.895 0.445 0.761 0.539 0.074
```
Positions in Å, forces in eV/Å.

---

Entry 5:
DFT (ωB97M-V with the def2-TZVPD basis set) results for an isolated ion of composition C4H10NO and charge -1 at a distorted geometry.

Computed properties:
total energy: -288.36226 hartree
net charge: -1
lowest unoccupied orbital energy: 3.9 eV
SMILES string: CNCCC[O-]
gap between HOMO and LUMO: 6.090 eV
energy relative to the best compared isomer or geometry (same formula, charge and spin): 18.44 kcal per mole
F_max: 1.123 eV/A
highest occupied orbital energy: -0.0803 Ha

```
16
Properties=species:S:1:pos:R:3:forces:R:3:lowdin_charge:R:1
C -2.481 0.388 -0.108 -0.026 -0.857 -0.564 -0.178
N -1.180 0.258 -0.754 -0.075 -0.078 0.077 -0.150
C -0.081 0.216 0.238 -0.558 0.214 -0.951 -0.281
C 1.287 0.246 -0.421 -0.026 -0.741 0.535 -0.230
C 2.250 -0.592 0.442 -0.259 -0.699 -0.008 -0.581
O 2.021 -1.915 0.280 -0.029 0.107 0.162 -0.381
H -2.863 -0.575 0.285 0.206 0.245 0.377 0.068
H -3.224 0.669 -0.859 -0.051 0.422 0.148 0.056
H -2.399 1.112 0.697 -0.288 0.143 0.005 0.062
H -1.165 -0.649 -1.211 0.118 0.126 -0.246 0.092
H -0.192 -0.690 0.844 0.309 0.113 0.270 0.108
H -0.232 1.128 0.814 0.167 -0.041 0.505 0.096
H 1.282 -0.321 -1.353 -0.167 0.321 -0.285 0.093
H 1.638 1.265 -0.547 0.018 0.362 -0.277 0.083
H 3.285 -0.299 0.155 0.208 0.252 0.215 0.067
H 2.053 -0.241 1.497 0.452 0.109 0.036 0.075
```
Positions in Å, forces in eV/Å.

---

Entry 6:
DFT (ωB97M-V with the def2-TZVPD basis set) results for an isolated ion of composition C4H10NO and charge -2 at a distorted geometry.

Computed properties:
total energy: -288.16674 hartree
net charge: -2
lowest unoccupied orbital energy (spin up / spin down): 7.1 / 7.2 eV
multiplicity: 2
gap between HOMO and LUMO (spin up / spin down): 2.782 / 6.329 eV
energy relative to the best compared isomer or geometry (same formula, charge and spin): 35.98 kcal per mole
F_max: 3.165 eV/A
highest occupied orbital energy (spin up / spin down): 0.1579 / 0.0314 Ha

```
16
Properties=species:S:1:pos:R:3:forces:R:3:mulliken_spin:R:1
C 0.277 -1.343 -1.827 -1.128 0.105 0.966 3.365
N -0.534 -0.272 -1.184 -0.143 0.027 -0.405 -0.576
C 1.330 1.062 -0.330 -0.068 -0.604 1.420 0.758
C -0.077 0.477 -0.057 1.459 1.163 2.557 -0.226
C -0.103 0.024 1.563 -1.247 -2.189 -1.017 -0.045
O -1.335 0.243 2.065 -0.270 0.686 0.417 -0.010
H 0.002 -1.352 -2.895 0.171 -0.482 0.222 -0.745
H 1.360 -1.247 -1.781 0.084 0.381 0.138 -0.574
H -0.003 -2.250 -1.258 0.508 -0.330 -0.848 -0.462
H -1.444 -0.679 -1.030 -0.125 0.166 0.241 -0.051
H 1.442 1.965 0.288 -0.002 0.241 -0.696 -0.067
H 1.654 1.122 -1.367 -0.220 0.355 -0.074 -0.549
H 2.032 0.388 0.187 0.172 -0.171 -0.426 0.119
H -0.763 1.251 0.339 -0.361 0.278 -1.853 0.079
H 0.717 0.576 2.090 0.175 -0.062 -0.332 0.001
H 0.048 -1.099 1.656 0.995 0.435 -0.310 -0.017
```
Positions in Å, forces in eV/Å.

---

Entry 7:
DFT (ωB97M-V with the def2-TZVPD basis set) results for a 2-piece molecular cluster, C4H10NO overall at a distorted geometry.

Computed properties:
total energy: -288.05862 hartree
net charge: +1
lowest unoccupied orbital energy: -5.8 eV
gap between HOMO and LUMO: 8.192 eV
energy relative to the best compared isomer or geometry (same formula, charge and spin): 65.56 kcal per mole
F_max: 4.835 eV/A
highest occupied orbital energy: -0.5153 Ha

```
16
Properties=species:S:1:pos:R:3:forces:R:3:lowdin_charge:R:1
C 0.818 0.359 1.467 2.129 1.551 -0.879 -0.006
C 0.121 0.979 0.318 -2.029 0.388 1.065 -0.406
C -0.613 2.076 0.473 0.094 0.128 -1.412 0.146
C 1.051 -0.506 -1.279 -0.163 2.882 -3.879 0.199
N 0.349 0.552 -0.973 -0.850 -1.994 -0.730 0.066
H 1.056 -0.701 1.319 -0.435 0.282 0.619 0.081
H 0.313 0.689 2.405 0.715 -0.782 -0.724 0.117
H 1.806 0.943 1.290 -0.830 -1.209 1.264 0.144
H -1.194 2.546 -0.316 0.263 -0.037 -0.053 0.094
H -0.440 2.638 1.338 -0.581 0.515 1.471 0.079
H 1.504 -0.363 -2.313 -0.975 -1.199 1.120 0.151
H 1.150 -1.395 -0.738 0.731 -0.681 1.528 0.095
H -0.259 1.001 -1.711 1.793 0.041 0.635 0.216
H -1.690 -3.427 0.123 0.226 -0.781 0.813 0.019
H -2.400 -2.741 -0.999 2.073 0.519 1.248 0.097
O -1.571 -2.650 -0.404 -2.161 0.377 -2.087 -0.092
```
Positions in Å, forces in eV/Å.

---

Entry 8:
DFT (ωB97M-V with the def2-TZVPD basis set) results for an isolated ion of composition C4H10NO and charge +1 at a distorted geometry.

Computed properties:
total energy: -288.11592 hartree
net charge: +1
lowest unoccupied orbital energy: -3.5 eV
SMILES string: C[NH2+][C@H](C)C=O
gap between HOMO and LUMO: 11.641 eV
energy relative to the best compared isomer or geometry (same formula, charge and spin): 29.60 kcal per mole
F_max: 4.114 eV/A
highest occupied orbital energy: -0.5574 Ha

```
16
Properties=species:S:1:pos:R:3:forces:R:3:lowdin_charge:R:1
C -1.455 0.351 -1.349 -0.615 -1.105 -0.692 0.006
N -0.281 0.820 -0.564 0.955 -3.994 -0.236 0.078
C 0.126 -0.310 0.453 0.685 1.106 0.416 -0.227
C 0.836 0.161 1.738 -0.573 3.172 -1.254 -0.006
C 1.067 -1.245 -0.289 -1.798 -0.383 0.837 -0.192
O 1.577 -0.886 -1.300 0.744 -0.049 -0.687 0.118
H -1.341 -0.708 -1.682 0.368 0.864 0.425 0.128
H -1.631 0.929 -2.232 0.423 0.590 -0.496 0.100
H -2.390 0.398 -0.816 0.029 0.122 0.789 0.105
H -0.416 1.675 -0.127 -0.376 2.136 1.058 0.147
H 0.548 0.837 -1.184 -0.167 0.241 0.016 0.167
H -0.773 -0.714 0.858 -0.848 -0.824 -0.619 0.141
H 1.274 1.194 1.583 -0.471 -1.077 0.360 0.126
H 1.588 -0.412 2.151 2.000 -1.697 -0.082 0.067
H 0.156 0.154 2.552 -1.003 0.634 0.601 0.080
H 1.118 -2.242 0.208 0.647 0.264 -0.436 0.163
```
Positions in Å, forces in eV/Å.

---

Entry 9:
DFT (ωB97M-V with the def2-TZVPD basis set) results for an isolated ion of composition C4H10NO and charge +1 at a distorted geometry.

Computed properties:
total energy: -288.04397 hartree
net charge: +1
lowest unoccupied orbital energy: -3.5 eV
SMILES string: C[NH2+][C@H]1O[C@@H]1C
gap between HOMO and LUMO: 10.850 eV
energy relative to the best compared isomer or geometry (same formula, charge and spin): 74.75 kcal per mole
F_max: 4.847 eV/A
highest occupied orbital energy: -0.5289 Ha

```
16
Properties=species:S:1:pos:R:3:forces:R:3:lowdin_charge:R:1
C -0.589 -1.235 -1.885 -0.856 -1.563 -0.369 0.001
N -0.176 0.157 -1.539 0.423 -0.568 0.497 0.073
C -0.511 0.326 -0.095 2.320 1.470 3.219 -0.182
O -0.264 -0.788 0.698 0.256 -0.834 -0.214 -0.009
C 0.753 0.107 1.047 -2.419 4.003 -1.273 -0.179
C 0.695 0.871 2.371 -2.148 -0.708 1.275 -0.041
H 0.117 -1.972 -1.571 0.662 -0.071 0.302 0.103
H -1.542 -1.528 -1.423 0.354 0.779 0.649 0.123
H -0.863 -1.463 -2.897 0.685 0.852 -1.040 0.102
H -0.748 0.774 -2.108 0.091 0.493 0.038 0.180
H 0.844 0.439 -1.641 -1.484 -0.912 -0.437 0.215
H -1.395 0.980 0.099 0.802 -0.880 -0.123 0.177
H 1.736 0.209 0.612 0.180 -1.390 -0.710 0.133
H 0.861 0.123 3.200 -0.594 0.525 -0.731 0.105
H -0.347 1.360 2.486 1.646 -0.991 0.087 0.114
H 1.429 1.640 2.647 0.082 -0.205 -1.170 0.086
```
Positions in Å, forces in eV/Å.

---

Entry 10:
DFT (ωB97M-V with the def2-TZVPD basis set) results for a 2-piece molecular cluster, C4H10NO overall at a distorted geometry.

Computed properties:
total energy: -287.96866 hartree
net charge: +1
lowest unoccupied orbital energy (spin up / spin down): -4.4 / -5.0 eV
multiplicity: 3
gap between HOMO and LUMO (spin up / spin down): 6.512 / 12.105 eV
energy relative to the best compared isomer or geometry (same formula, charge and spin): 5.04 kcal per mole
F_max: 5.092 eV/A
highest occupied orbital energy (spin up / spin down): -0.4023 / -0.6300 Ha

```
16
Properties=species:S:1:pos:R:3:forces:R:3:mulliken_spin:R:1
C 2.097 -0.031 -0.015 -1.261 -2.351 0.443 1.578
C -0.595 -1.231 -0.610 -1.240 -3.008 0.055 0.022
C -0.822 0.548 1.304 2.571 -1.192 0.261 0.013
C -0.658 0.183 -0.082 0.176 -2.647 -2.715 -0.003
N -0.671 1.029 -1.047 -0.219 3.800 3.382 0.049
O 3.326 0.287 -0.184 1.773 0.742 -0.442 0.251
H 2.010 -1.097 0.226 -0.988 0.195 0.112 0.115
H -0.241 -2.060 0.126 -0.582 1.827 -1.156 -0.005
H -0.080 -1.395 -1.593 0.169 0.743 1.110 -0.017
H -1.643 -1.596 -0.962 1.201 0.859 1.117 0.000
H -1.844 0.466 1.493 -1.857 -0.211 0.766 0.006
H -0.482 1.546 1.418 0.171 1.014 0.565 -0.003
H -0.205 -0.164 1.918 -0.855 0.821 -0.322 -0.010
H -0.695 2.047 -0.748 -0.093 -1.538 -1.126 0.005
H -0.715 0.785 -1.985 0.182 -0.478 -1.982 0.003
H 3.391 1.227 -0.209 0.851 1.424 -0.069 -0.003
```
Positions in Å, forces in eV/Å.